Entry 1:
{
  "formula": "C6H14O",
  "method": "ωB97M-V/def2-TZVPD",
  "de_lowest_ev": 1.137,
  "smiles": "CC(C)O.C=CC",
  "e_tot_ha": -312.2133,
  "homo_energy_ev": -9.60,
  "max_force_ha_per_bohr": 0.01147,
  "gap_ev": 10.6,
  "species": ["C", "C", "C", "O", "H", "H", "H", "H", "H", "H", "H", "H", "C", "C", "C", "H", "H", "H", "H", "H", "H"],
  "positions_angstrom": [[-0.73387, -1.01972, -1.49358], [0.53746, -0.24282, -1.15741], [1.78835, -1.00066, -1.58344], [0.56111, 1.01787, -1.80516], [-0.76560, -1.24102, -2.56006], [-0.75705, -1.95351, -0.93858], [-1.61736, -0.44036, -1.22978], [0.57025, -0.09030, -0.06773], [1.81903, -1.97124, -1.09599], [1.78807, -1.13745, -2.66238], [2.67345, -0.43324, -1.30857], [-0.26890, 1.47210, -1.62166], [-1.39658, -0.35801, 1.93367], [-0.31023, 0.36642, 2.11734], [-0.21291, 1.83537, 1.86544], [-2.31394, 0.07771, 1.57305], [-1.42011, -1.41603, 2.13307], [0.59614, -0.09784, 2.48725], [-1.15303, 2.23246, 1.49935], [0.04964, 2.35484, 2.78221], [0.56609, 2.04542, 1.13295]]
}



Entry 2:
{
  "formula": "C20H21IrN3O4",
  "method": "ωB97M-V/def2-TZVPD",
  "de_lowest_ev": 0.834,
  "e_tot_ha": -1343.3325,
  "homo_energy_ev": [-14.26, -15.17],
  "total_charge": 2,
  "max_force_ha_per_bohr": 0.12034,
  "multiplicity": 6,
  "gap_ev": [7.7, 4.4],
  "species": ["C", "C", "H", "H", "H", "H", "H", "H", "C", "C", "C", "C", "H", "H", "H", "H", "N", "C", "C", "N", "C", "C", "C", "H", "H", "C", "H", "H", "Ir", "C", "H", "H", "H", "O", "C", "O", "C", "C", "C", "C", "C", "C", "N", "O", "O", "H", "H", "H", "H"],
  "positions_angstrom": [[1.02218, 0.29677, -2.71205], [-0.50211, 3.32754, -1.86315], [2.02856, 0.73907, -2.80670], [0.58231, 0.26770, -3.72594], [1.10399, -0.74116, -2.35137], [-1.30455, 3.78594, -1.26728], [0.43538, 3.89079, -1.71632], [-0.79189, 3.41669, -2.92328], [2.55660, 1.38701, -0.15819], [3.45253, 1.51351, 0.90465], [3.00551, 2.01355, 2.12703], [1.66590, 2.36317, 2.25338], [2.86280, 1.00478, -1.13004], [4.48300, 1.20763, 0.73793], [3.68196, 2.11053, 2.97266], [1.23868, 2.72677, 3.18499], [1.25881, 1.69643, -0.02131], [0.79522, 2.16220, 1.17054], [-0.65022, 2.30132, 1.26447], [-1.33809, 1.89792, 0.17352], [-2.67574, 1.94674, 0.15129], [-2.72409, 2.81982, 2.39537], [-3.39942, 2.39491, 1.25123], [-3.16146, 1.65712, -0.77992], [-4.48184, 2.41110, 1.16388], [-1.33260, 2.78191, 2.39099], [-0.73672, 3.09250, 3.24396], [-3.27167, 3.17758, 3.26824], [-0.16092, 1.42391, -1.61128], [-1.74114, 0.89641, -2.69073], [-2.25283, 1.77146, -3.11666], [-2.42615, 0.32134, -2.05049], [-1.41625, 0.23514, -3.50566], [-0.03243, -0.46652, 1.56895], [-0.17948, -1.02779, 0.46710], [-0.51188, -0.50521, -0.67297], [0.03800, -2.51782, 0.40905], [-0.25701, -3.25095, -0.76098], [-0.06080, -4.62626, -0.80523], [0.46315, -5.28441, 0.32330], [0.74332, -4.57141, 1.50876], [0.53296, -3.19637, 1.54399], [0.75612, -6.67226, 0.25924], [0.52097, -7.28515, -0.81171], [1.24670, -7.23279, 1.26476], [-0.64212, -2.72464, -1.63866], [-0.29362, -5.19562, -1.69648], [1.12247, -5.11293, 2.36993], [0.74790, -2.62801, 2.44721]]
}



Entry 3:
{
  "formula": "C36H37F3IrN6O4S4",
  "method": "ωB97M-V/def2-TZVPD",
  "de_lowest_ev": 4.956,
  "e_tot_ha": -4019.5367,
  "homo_energy_ev": [-12.35, -12.35],
  "total_charge": 2,
  "max_force_ha_per_bohr": 0.01757,
  "multiplicity": 2,
  "gap_ev": [5.5, 5.4],
  "species": ["Ir", "N", "C", "C", "C", "C", "C", "C", "S", "N", "C", "C", "C", "C", "C", "C", "N", "H", "H", "H", "H", "H", "H", "H", "H", "H", "S", "C", "C", "C", "N", "C", "C", "C", "C", "C", "N", "C", "C", "H", "H", "H", "H", "H", "H", "H", "H", "F", "C", "F", "F", "S", "O", "O", "O", "O", "S", "C", "C", "C", "C", "H", "H", "H", "H", "H", "H", "H", "H", "C", "N", "C", "C", "C", "C", "C", "C", "C", "C", "H", "H", "H", "H", "H", "H", "H", "H", "H", "H", "H", "H"],
  "positions_angstrom": [[-0.04690, -0.89028, -0.40018], [-0.60786, -2.90428, 3.41646], [0.20901, -2.41457, 4.46006], [0.39466, -3.17823, 5.60223], [1.23843, -2.72271, 6.60110], [1.91755, -1.51679, 6.46197], [1.74144, -0.75598, 5.31880], [0.87997, -1.21083, 4.33164], [0.57976, -0.18340, 2.91078], [-0.08857, -1.27715, 1.81138], [-0.59094, -2.42698, 2.17104], [-1.18824, -3.24226, 1.08115], [-1.87562, -4.42290, 1.28128], [-2.38095, -5.10522, 0.18195], [-2.16816, -4.58549, -1.08040], [-1.47188, -3.39150, -1.20405], [-1.00332, -2.72312, -0.14585], [-1.02574, -3.80733, 3.57300], [-0.10870, -4.13231, 5.70443], [1.37206, -3.31796, 7.49389], [2.57882, -1.16914, 7.24288], [2.26846, 0.18161, 5.19231], [-2.04518, -4.82068, 2.27224], [-2.92835, -6.02830, 0.31495], [-2.55155, -5.07936, -1.96327], [-1.29071, -2.94793, -2.17326], [-4.97496, -0.58813, -4.62064], [-3.64963, -0.29306, -3.46069], [-2.34243, -0.14063, -3.89749], [-1.31508, -0.17429, -2.97772], [-1.54657, -0.40620, -1.67195], [-2.81225, -0.42585, -1.22848], [-3.88674, -0.34463, -2.08924], [-4.90019, -2.36463, -4.38086], [-3.94903, -3.12109, -5.04767], [-3.81502, -4.45850, -4.69941], [-4.55167, -5.04985, -3.76004], [-5.51107, -4.32852, -3.18330], [-5.72751, -2.98420, -3.45707], [-2.11381, -0.03552, -4.94903], [-0.28009, -0.04919, -3.26768], [-2.94646, -0.55665, -0.16347], [-4.89435, -0.39266, -1.70103], [-3.31806, -2.68346, -5.80979], [-3.07276, -5.07792, -5.19071], [-6.13131, -4.84372, -2.45854], [-6.51067, -2.43536, -2.95185], [2.08710, 0.85386, -3.52039], [2.93321, 1.34198, -2.61560], [4.06658, 0.62241, -2.67866], [3.19635, 2.59806, -2.87604], [2.30625, 1.15441, -0.83035], [2.20658, 2.52393, -0.32725], [2.73610, -1.10175, 1.74076], [0.85990, 0.65157, -1.23170], [0.41546, 3.32415, -3.14549], [-0.91611, 3.05293, -2.53217], [-2.13096, 4.10501, -3.38501], [-1.99751, 5.48989, -2.77195], [-1.98882, 5.24535, -1.26758], [-1.02324, 4.08587, -1.02053], [-3.12118, 3.67593, -3.20337], [-1.90731, 4.04368, -4.44924], [-2.80413, 6.15193, -3.08465], [-1.05364, 5.93712, -3.08948], [-2.99522, 4.97236, -0.93943], [-1.69223, 6.12668, -0.69993], [-1.27935, 3.46086, -0.16494], [0.01138, 4.41471, -0.90529], [3.04455, -3.77265, 0.61107], [3.94395, -3.96384, 1.73898], [5.33591, -3.96114, 1.30821], [3.69343, -3.04342, 2.84027], [3.83414, -1.58468, 2.49541], [4.89816, -0.80382, 2.67063], [5.07939, 0.55902, 2.18572], [4.13015, 1.49250, 1.99590], [2.73378, 1.25840, 2.27459], [2.19117, 0.03364, 2.24414], [3.19100, -4.58222, -0.10324], [3.20010, -2.82046, 0.07995], [2.00725, -3.80731, 0.95795], [5.48629, -4.76459, 0.58863], [5.98624, -4.15016, 2.16231], [5.63836, -3.01741, 0.83181], [4.36887, -3.28179, 3.66226], [2.67027, -3.21051, 3.19625], [5.73202, -1.24475, 3.20438], [6.10851, 0.86172, 2.03101], [4.41033, 2.48925, 1.68855], [2.10344, 2.09452, 2.55832]]
}



Entry 4:
{
  "formula": "C15H19CoIN2O",
  "method": "ωB97M-V/def2-TZVPD",
  "e_tot_ha": -2448.1737,
  "homo_energy_ev": [-7.65, -7.68],
  "max_force_ha_per_bohr": 0.01261,
  "multiplicity": 4,
  "gap_ev": [8.2, 7.9],
  "species": ["Co", "C", "N", "C", "C", "C", "C", "C", "N", "C", "C", "C", "C", "C", "C", "H", "H", "H", "H", "H", "H", "H", "H", "H", "H", "H", "I", "C", "H", "H", "C", "C", "O", "H", "H", "H", "H", "H", "H"],
  "positions_angstrom": [[1.56039, 1.20791, -0.62159], [-1.42201, 2.01616, 0.39495], [-0.07583, 1.54073, 0.67790], [0.24659, 1.20283, 1.87750], [1.54769, 0.68428, 2.14437], [2.12709, 0.20178, 3.31442], [3.42313, -0.19853, 2.96300], [3.55819, 0.06234, 1.59871], [2.43176, 0.59370, 1.09352], [-2.22202, 0.92190, -0.26998], [-2.95325, 0.00622, 0.47685], [-3.59244, -1.06040, -0.14064], [-3.50497, -1.22461, -1.51584], [-2.78799, -0.30674, -2.27330], [-2.15548, 0.76056, -1.65116], [-1.34761, 2.86344, -0.28944], [-1.91187, 2.36881, 1.30829], [-0.46443, 1.30462, 2.70118], [1.66156, 0.15027, 4.28645], [4.17537, -0.62036, 3.60931], [4.41729, -0.10684, 0.96659], [-3.01841, 0.12222, 1.55297], [-4.15976, -1.76536, 0.45324], [-4.00230, -2.05669, -1.99670], [-2.73142, -0.41707, -3.34906], [-1.60105, 1.48088, -2.24420], [3.35761, 0.95979, -2.86391], [2.20819, 2.57633, -1.91363], [1.61077, 2.97876, -2.72843], [2.96702, 3.29924, -1.62639], [0.17629, -3.05923, -0.77838], [0.43339, -1.70091, -0.17282], [0.76540, -0.73786, -1.19453], [-0.02767, -3.78283, 0.01215], [1.03999, -3.40310, -1.34719], [-0.69556, -3.03978, -1.43706], [1.29645, -1.71097, 0.48974], [-0.43220, -1.34343, 0.38705], [0.10208, -0.76805, -1.89395]]
}



Entry 5:
{
  "formula": "C14H32Cl10N4O8",
  "method": "ωB97M-V/def2-TZVPD",
  "de_lowest_ev": 1.012,
  "smiles": "C[N+](=O)[O-].C[N+](=O)[O-].C[N+](=O)[O-].C[N+](=O)[O-].ClCCCl.ClCCCl.ClCCCl.ClCCCl.ClCCCl",
  "e_tot_ha": -5975.0611,
  "homo_energy_ev": -10.62,
  "max_force_ha_per_bohr": 0.05965,
  "gap_ev": 10.3,
  "species": ["C", "N", "O", "O", "H", "H", "H", "C", "N", "O", "O", "H", "H", "H", "C", "N", "O", "O", "H", "H", "H", "C", "N", "O", "O", "H", "H", "H", "Cl", "C", "C", "Cl", "H", "H", "H", "H", "Cl", "C", "C", "Cl", "H", "H", "H", "H", "Cl", "C", "C", "Cl", "H", "H", "H", "H", "Cl", "C", "C", "Cl", "H", "H", "H", "H", "Cl", "C", "C", "Cl", "H", "H", "H", "H"],
  "positions_angstrom": [[9.48186, 2.55232, 27.88624], [9.08751, 1.99927, 26.55399], [8.04070, 1.36882, 26.39326], [9.88570, 2.32600, 25.66599], [10.54583, 2.43651, 28.09277], [8.86253, 2.17703, 28.70090], [9.33003, 3.62117, 27.73583], [0.34939, 0.05223, 23.86274], [-0.13407, -0.01885, 22.44743], [0.68896, -0.08932, 21.56494], [-1.37797, 0.00895, 22.23455], [-0.09428, 0.96616, 24.25771], [1.43570, -0.00998, 23.92724], [-0.18407, -0.74530, 24.37992], [8.61203, 8.09123, 24.00258], [9.72740, 8.66815, 24.79282], [9.98985, 9.86028, 24.57220], [10.32009, 7.95954, 25.56473], [7.71482, 8.71012, 23.99358], [8.41035, 7.10395, 24.41817], [8.96476, 7.91933, 22.98565], [10.66938, 0.78597, 16.84111], [10.87895, 2.15998, 16.20234], [9.96389, 2.89828, 16.27934], [11.99000, 2.43336, 15.84361], [10.27351, 0.10736, 16.08554], [9.96079, 0.93359, 17.65610], [11.63942, 0.49482, 17.24403], [4.67773, 4.76117, 22.48855], [4.13152, 3.35084, 21.60273], [4.92039, 2.16422, 21.96952], [6.63868, 2.32624, 21.54283], [4.20671, 3.50536, 20.52636], [3.15142, 3.16113, 22.04036], [4.53352, 1.32276, 21.39474], [5.00231, 2.06288, 23.05170], [13.10487, 5.82379, 21.20863], [12.23058, 4.22630, 21.16699], [13.17843, 3.17080, 21.66874], [14.34740, 2.72802, 20.45380], [11.70431, 4.14447, 20.21597], [11.41905, 4.27833, 21.89282], [12.67613, 2.28318, 22.05336], [13.64332, 3.58552, 22.56317], [9.83196, -5.00397, 25.31983], [9.48845, -3.99980, 23.91803], [10.06690, -2.59888, 24.19706], [11.79511, -2.76671, 23.85257], [8.41259, -3.94045, 23.75338], [9.90521, -4.41871, 23.00210], [9.85472, -2.30883, 25.22611], [9.59375, -1.85801, 23.55260], [-0.76462, 6.18692, 22.82481], [-0.24100, 6.88339, 24.41002], [-1.29801, 7.44993, 25.29743], [-1.89412, 8.88121, 24.45557], [0.41840, 7.69834, 24.11145], [0.25979, 6.06534, 24.92782], [-0.88362, 7.82982, 26.23127], [-2.09891, 6.71662, 25.39192], [2.64666, 7.76221, 18.36611], [1.83873, 9.35096, 18.68242], [2.62819, 10.12625, 19.72082], [1.52330, 11.14763, 20.76083], [0.79441, 9.25199, 18.97854], [1.92095, 9.93458, 17.76551], [3.30085, 10.84441, 19.25191], [3.12738, 9.44425, 20.40913]]
}



Entry 6:
{
  "formula": "C3H10N2S",
  "method": "ωB97M-V/def2-TZVPD",
  "de_lowest_ev": 0.724,
  "smiles": "NCNCCS",
  "e_tot_ha": -627.9680,
  "homo_energy_ev": -8.94,
  "max_force_ha_per_bohr": 0.02629,
  "gap_ev": 9.9,
  "species": ["N", "C", "N", "C", "C", "S", "H", "H", "H", "H", "H", "H", "H", "H", "H", "H"],
  "positions_angstrom": [[-1.34326, -1.62139, 2.39126], [-0.42344, -1.39455, 1.30645], [0.33482, -0.16595, 1.46421], [1.03380, 0.16573, 0.20802], [0.19047, 1.19710, -0.53997], [0.28694, 0.87016, -2.35197], [-0.97625, -1.77324, 3.31206], [-2.14406, -2.17320, 2.14620], [0.22096, -2.27374, 1.13292], [-0.99679, -1.31208, 0.38211], [1.08294, -0.33590, 2.14251], [2.00439, 0.55804, 0.49647], [1.15980, -0.72413, -0.40527], [-0.85150, 1.06574, -0.30950], [0.60522, 2.18240, -0.36548], [-0.09801, 2.08268, -2.76193]]
}